Entry A
Density functional theory data (ωB97M-V/def2-TZVPD) for the ion C6H6N with charge +1.

Geometry as ORCA input:
```
! wB97M-V def2-TZVPD RIJCOSX def2/J DEFGRID3
* xyz 1 1
C 0.138 -1.491 0.224
C -1.064 -1.058 0.933
C 0.887 1.764 -0.551
C 1.111 -0.764 -0.582
C -1.201 0.740 -0.051
C 0.282 0.595 -0.528
N -1.920 0.060 0.891
H 0.365 -2.603 0.481
H -1.424 -1.958 1.435
H 1.996 1.597 -0.598
H 0.481 2.673 -0.258
H 2.044 -1.123 -1.011
H -1.695 1.567 -0.385
*
```

As for the SMILES: C=C1C=CC=[N+]=C1.



Entry B
Density functional theory data (ωB97M-V/def2-TZVPD) for the ion C6H6N with charge +1.

Geometry as ORCA input:
```
! wB97M-V def2-TZVPD RIJCOSX def2/J DEFGRID3
* xyz 1 1
C 0.278 0.952 0.764
C -0.237 -0.088 -0.096
C 2.536 0.392 0.250
C 1.932 -0.722 -0.524
C 1.570 1.130 0.791
C 0.569 -0.923 -0.700
N -1.763 -0.255 -0.154
H -0.468 1.555 1.139
H 3.620 0.509 0.224
H 2.615 -1.393 -1.059
H -1.839 -0.853 0.698
H -2.209 -0.743 -0.902
H -2.353 0.565 0.019
*
```



Entry C
Density functional theory data (ωB97M-V/def2-TZVPD) for a structure of composition C6H6N.

Geometry as ORCA input:
```
! wB97M-V def2-TZVPD RIJCOSX def2/J DEFGRID3
* xyz 1 1
C -1.801 -0.355 -0.035
C 0.099 0.057 1.368
C 1.226 0.940 1.241
C 0.594 -0.840 -1.115
C -0.582 0.025 -0.829
C 0.652 -0.033 0.132
N -1.788 -0.305 1.205
H -2.726 -0.592 -0.549
H 1.084 2.017 1.235
H 2.184 0.623 1.641
H 0.529 -1.910 -0.945
H 1.238 -0.565 -1.941
H -0.711 0.938 -1.407
*
```



Entry D
Density functional theory data (ωB97M-V/def2-TZVPD) for the ion C6H6N with charge +1.

Geometry as ORCA input:
```
! wB97M-V def2-TZVPD RIJCOSX def2/J DEFGRID3
* xyz 1 1
C -1.399 -0.953 0.767
C -0.111 -1.006 0.728
C -1.501 0.817 -0.767
C -2.250 -0.007 0.065
C 0.610 0.003 -0.151
C 2.080 0.141 0.055
N -0.202 0.749 -0.833
H -2.001 1.523 -1.540
H -3.262 -0.111 0.118
H 0.603 -1.806 1.121
H 2.404 -0.293 1.074
H 2.244 1.232 0.109
H 2.785 -0.290 -0.747
*
```



Stability verdict: entry D, ahead by 46.3 kJ/mol



Entry A
Density functional theory data (ωB97M-V/def2-TZVPD) for an isolated molecule of C2H2FP.

Geometry as ORCA input:
```
! wB97M-V def2-TZVPD RIJCOSX def2/J DEFGRID3
* xyz 0 1
C 0.521 -0.344 1.157
C -0.354 0.338 0.411
F -0.576 -0.649 -1.897
P 0.375 0.502 -1.252
H 1.519 -0.233 0.974
H -1.484 0.386 0.607
*
```



Entry B
Density functional theory data (ωB97M-V/def2-TZVPD) for an isolated molecule of C2H2FP.

Geometry as ORCA input:
```
! wB97M-V def2-TZVPD RIJCOSX def2/J DEFGRID3
* xyz 0 1
C 2.133 0.032 -0.540
C 1.108 -1.835 0.216
F 3.202 0.207 0.166
P 0.570 -0.317 0.078
H -0.037 -0.055 -1.041
H -0.280 0.231 1.055
*
```



Stability verdict: entry A, ahead by 621.9 kJ/mol



Entry A
Density functional theory data (ωB97M-V/def2-TZVPD) for an isolated molecule of C3H4N2O3.

Geometry as ORCA input:
```
! wB97M-V def2-TZVPD RIJCOSX def2/J DEFGRID3
* xyz 0 1
C -0.375 -0.398 0.504
C 1.043 1.586 0.708
C 1.275 1.458 -0.801
H -1.087 -1.762 -0.752
H 1.898 1.129 1.398
H 0.943 2.671 0.959
H 1.995 2.188 -1.407
N -1.141 -1.263 0.999
N 0.795 0.551 -1.536
O -1.514 -2.194 0.007
O -0.200 0.807 0.974
O 0.091 -0.502 -0.844
*
```

As for the SMILES: O/N=C1/OCC=NO1.



Entry B
Density functional theory data (ωB97M-V/def2-TZVPD) for an isolated molecule of C3H4N2O3.

Geometry as ORCA input:
```
! wB97M-V def2-TZVPD RIJCOSX def2/J DEFGRID3
* xyz 0 1
C -2.112 -0.344 0.636
C 1.920 0.212 0.135
C 0.479 0.922 -0.028
H -1.336 0.442 1.333
H -1.858 -1.486 0.955
H -3.214 -0.117 0.421
H 2.705 0.531 0.783
N -0.221 -0.187 -0.424
N 1.710 -1.088 0.127
O -1.529 -0.185 -0.620
O 0.405 -1.276 -0.118
O 0.070 2.063 0.004
*
```

As for the SMILES: COn1oncc1=O.



Stability verdict: entry A, ahead by 172.4 kJ/mol



Entry A
Density functional theory data (ωB97M-V/def2-TZVPD) for an isolated molecule of C2H6N4OS.

Geometry as ORCA input:
```
! wB97M-V def2-TZVPD RIJCOSX def2/J DEFGRID3
* xyz 0 1
C 0.661 1.578 0.007
C 0.389 -0.891 0.287
H 2.863 -0.415 -0.074
H 2.262 -0.417 -1.646
H 1.255 2.204 -0.652
H -0.485 1.408 1.530
H -1.293 -1.618 1.084
H -2.238 1.035 0.043
N 2.301 0.070 -0.782
N 1.002 0.240 -0.242
N -0.116 2.084 0.884
N -0.966 -0.797 0.565
O 1.067 -1.857 0.595
S -2.048 -0.166 -0.612
*
```

As for the SMILES: [H]/N=C\N(N)C(=O)NS.



Entry B
Density functional theory data (ωB97M-V/def2-TZVPD) for an isolated molecule of C2H6N4OS.

Geometry as ORCA input:
```
! wB97M-V def2-TZVPD RIJCOSX def2/J DEFGRID3
* xyz 0 1
C 0.834 0.639 -0.237
C -2.018 -0.748 0.162
H 3.358 -1.262 1.186
H 2.774 1.010 0.424
H 0.671 2.582 -0.048
H -1.378 0.143 -1.479
H -1.360 -1.056 1.140
H -3.881 -0.662 0.823
N 2.061 0.418 0.204
N 0.209 1.813 -0.387
N -1.170 -0.699 -1.046
N -3.323 -0.542 0.043
O 0.274 -0.630 -0.486
S 2.948 -1.005 -0.298
*
```

As for the SMILES: [H]/N=C/NO/C(=N/[H])NS.



Stability verdict: entry A, ahead by 347.0 kJ/mol



Entry A
Density functional theory data (ωB97M-V/def2-TZVPD) for an isolated molecule of CH2O2S.

Geometry as ORCA input:
```
! wB97M-V def2-TZVPD RIJCOSX def2/J DEFGRID3
* xyz 0 1
C -0.015 0.488 -0.186
O 1.055 0.612 0.634
O 1.221 0.227 -0.732
S -1.131 -0.968 -0.070
H -0.627 1.258 -0.469
H -0.504 -1.617 0.822
*
```

As for the SMILES: SC1OO1.



Entry B
Density functional theory data (ωB97M-V/def2-TZVPD) for an isolated molecule of CH2O2S.

Geometry as ORCA input:
```
! wB97M-V def2-TZVPD RIJCOSX def2/J DEFGRID3
* xyz 0 1
C -0.504 -1.258 -1.035
O -1.018 -2.015 -1.798
O 0.699 0.788 -0.055
S 0.087 0.333 -1.515
H -0.082 -1.379 -0.125
H 1.234 0.074 0.321
*
```

As for the SMILES: O=CSO.



Entry C
Density functional theory data (ωB97M-V/def2-TZVPD) for an isolated molecule of CH2O2S.

Geometry as ORCA input:
```
! wB97M-V def2-TZVPD RIJCOSX def2/J DEFGRID3
* xyz 0 1
C 0.537 -0.030 -0.157
H -0.996 1.110 0.503
H -1.351 -1.038 -0.068
O -0.002 1.233 -0.142
O -0.345 -1.143 -0.081
S 2.157 -0.132 -0.055
*
```

As for the SMILES: OC(O)=S.



Entry D
Density functional theory data (ωB97M-V/def2-TZVPD) for an isolated molecule of CH2O2S.

Geometry as ORCA input:
```
! wB97M-V def2-TZVPD RIJCOSX def2/J DEFGRID3
* xyz 0 1
C -0.176 -0.373 -0.065
H 1.585 -0.546 -0.759
H -0.876 1.407 1.089
O 0.779 -1.181 -0.634
O -1.028 -0.718 0.786
S -0.284 1.412 -0.416
*
```

As for the SMILES: O=C(O)S.



Stability verdict: entry D, ahead by 23.7 kJ/mol